Record 1
Density functional theory data (the ωB97M-V functional and the def2-TZVPD basis) for a 18-piece molecular cluster, C2H40N2O17 overall.

Geometry as XYZ:
```
61
Properties=species:S:1:pos:R:3:lowdin_charge:R:1
C 0.127 -0.086 -0.017 -0.065
N 1.463 -0.604 -0.284 -0.039
C 2.485 -0.160 0.548 -0.289
N 3.688 -0.224 0.080 0.086
H 0.003 0.975 -0.200 0.063
H -0.611 -0.626 -0.636 0.073
H -0.182 -0.313 0.998 0.062
H 1.691 -0.667 -1.265 0.066
H 2.206 0.048 1.597 0.122
H 4.447 -0.003 0.697 0.037
H -4.302 -1.606 -0.909 0.104
H -3.369 -0.391 -0.560 0.016
O -3.408 -1.368 -0.590 -0.065
H -0.211 -1.500 -2.668 0.008
H 1.279 -1.483 -3.216 0.057
O 0.469 -0.948 -3.093 -0.080
H -1.449 -3.461 0.958 -0.011
H 0.009 -3.802 0.644 -0.012
O -0.887 -3.978 0.393 -0.036
H -0.957 0.932 -2.560 0.029
H -1.163 2.386 -1.958 0.036
O -1.634 1.646 -2.497 -0.101
H 3.700 -0.971 -1.975 0.009
H 3.268 -0.224 -3.190 0.019
O 3.182 -1.067 -2.773 -0.054
H -1.089 -3.199 -1.179 0.018
H -2.136 -2.106 -1.574 0.011
O -1.311 -2.539 -1.864 -0.082
H 1.478 1.800 -3.882 0.097
H 1.252 0.516 -3.012 0.023
O 1.822 1.352 -3.084 -0.085
H 3.012 2.656 2.064 0.066
H 2.148 2.541 0.803 0.006
O 2.137 2.416 1.769 -0.055
H -2.803 1.689 0.258 -0.012
H -2.837 1.454 -1.284 0.021
O -3.340 1.304 -0.442 -0.071
H -0.579 -1.846 2.854 0.018
H 0.875 -2.063 2.371 0.026
O 0.303 -1.516 2.978 -0.063
H 0.881 1.590 2.634 0.011
H 0.272 0.244 3.014 -0.009
O 0.079 1.187 3.029 -0.076
H -3.078 0.647 2.314 0.038
H -2.108 0.386 3.483 0.075
O -2.961 0.058 3.074 -0.049
H 2.581 3.598 -1.178 0.086
H 2.002 2.226 -1.693 0.052
O 2.024 2.865 -0.895 -0.087
H -0.994 1.932 1.989 0.034
H -2.015 3.084 1.983 0.079
O -1.711 2.370 1.447 -0.066
H -2.894 -2.022 0.931 0.012
H -2.699 -1.531 2.385 0.000
O -2.501 -2.278 1.795 -0.089
H 0.354 3.287 -0.764 -0.003
H -1.048 3.121 0.026 0.010
O -0.605 3.435 -0.789 -0.070
H 1.729 -2.451 0.424 0.058
H 2.348 -3.639 1.315 0.105
O 1.565 -3.070 1.176 -0.062
```

Output
Strongest force on any atom in hartree/bohr: 0.038
Charge: 0
HOMO-LUMO gap in eV: 9.7184
Electronic energy in eV: -40514.985

***

Record 2
Density functional theory data (the ωB97M-V functional and the def2-TZVPD basis) for a 19-piece molecular cluster, C2H41O19 overall.

Geometry as XYZ:
```
62
Properties=species:S:1:pos:R:3:lowdin_charge:R:1
C 0.073 -0.525 -0.630 -0.022
C 0.286 0.809 0.078 -0.448
O 1.415 0.796 0.772 -0.342
H -0.547 -0.223 -1.408 0.043
H -0.390 -1.262 0.032 0.091
H 0.941 -0.901 -0.999 0.029
H -0.391 0.969 0.860 0.077
H 0.155 1.661 -0.685 0.103
O 1.030 3.650 0.948 -0.048
H 0.972 2.730 0.629 -0.007
H 1.682 3.366 1.548 -0.024
O -1.889 1.369 2.848 -0.024
H -1.886 1.610 3.782 0.079
H -1.659 2.198 2.438 0.057
O 2.305 -1.751 0.815 -0.024
H 2.000 -0.832 0.799 -0.002
H 2.535 -1.878 -0.052 -0.020
O 0.497 -0.186 3.017 -0.026
H 0.548 0.146 2.137 -0.008
H 1.217 -0.786 3.163 0.079
O -2.216 2.116 -0.619 -0.040
H -2.598 2.219 -1.492 0.051
H -1.335 1.718 -0.615 -0.017
O 0.903 3.471 -2.555 -0.026
H 0.068 3.830 -2.246 0.054
H 1.510 3.988 -2.048 0.048
O 0.850 2.483 3.706 -0.050
H 1.774 2.301 3.783 0.009
H 0.484 1.636 3.478 -0.029
O 1.585 -3.437 -1.592 -0.060
H 1.244 -2.623 -2.007 -0.008
H 0.828 -4.026 -1.614 0.041
O -3.043 -0.432 -1.428 -0.072
H -2.790 0.353 -0.928 0.010
H -3.912 -0.137 -1.749 0.090
O 0.270 -3.549 1.370 -0.056
H 0.865 -2.899 0.912 0.016
H 0.750 -3.604 2.153 0.003
O -2.430 -3.003 -0.409 -0.047
H -2.335 -2.091 -0.635 -0.046
H -3.383 -3.190 -0.424 0.054
O 3.636 1.188 -1.142 -0.068
H 3.684 0.272 -1.305 -0.006
H 2.792 1.330 -0.604 0.040
O 3.385 1.404 2.169 -0.045
H 3.639 2.308 2.042 0.025
H 2.551 1.163 1.803 -0.066
O 0.777 -1.648 -3.662 -0.110
H 0.717 -0.658 -3.655 -0.004
H -0.152 -1.963 -3.561 0.005
O 0.820 1.066 -3.779 -0.024
H 0.777 1.737 -3.108 -0.011
H 0.044 1.115 -4.317 0.047
O -1.941 -1.986 -3.265 -0.068
H -2.571 -2.716 -3.406 0.067
H -2.249 -1.406 -2.565 -0.030
O -3.175 -0.509 1.398 -0.090
H -2.759 0.158 1.966 -0.024
H -2.672 -1.316 1.549 -0.014
O -1.521 -1.942 2.923 -0.093
H -0.856 -1.232 3.027 -0.010
H -0.909 -2.450 2.358 -0.005
```

Output
Strongest force on any atom in hartree/bohr: 0.072
Charge: -1
HOMO-LUMO gap in eV: 8.2809
Electronic energy in eV: -41643.749

***

Record 3
Density functional theory data (the ωB97M-V functional and the def2-TZVPD basis) for a 18-piece molecular cluster, C2H42NO18 overall.

Geometry as XYZ:
```
63
Properties=species:S:1:pos:R:3:lowdin_charge:R:1
C -1.769 1.486 -1.645 -0.291
O -2.969 1.069 -2.172 -0.042
C -1.376 0.665 -0.480 -0.144
N -0.230 -0.317 -0.738 0.127
H -1.806 2.588 -1.472 0.127
H -0.954 1.451 -2.453 0.136
H -3.646 1.188 -1.506 0.077
H -1.231 1.325 0.418 0.093
H -2.147 -0.186 -0.321 0.136
H 0.673 0.220 -0.926 0.094
H -0.374 -0.816 -1.681 0.119
H -0.160 -1.036 -0.029 0.073
H 0.622 1.186 1.792 0.010
H -0.226 0.682 2.973 0.005
O 0.413 0.378 2.272 -0.086
H 4.697 0.678 -1.722 0.071
H 4.225 1.672 -0.627 -0.029
O 4.175 1.485 -1.530 -0.023
H -2.895 2.420 1.516 0.012
H -2.973 3.627 0.495 0.037
O -2.520 3.204 1.173 -0.002
H -0.798 3.115 1.346 0.032
H 0.202 3.734 0.394 0.013
O 0.083 2.984 0.909 -0.056
H 1.477 1.948 -2.587 0.058
H 2.516 1.253 -1.823 -0.002
O 1.612 1.124 -2.162 -0.043
H 4.042 -1.949 -2.562 0.122
H 3.941 -0.403 -3.177 0.072
O 3.885 -0.983 -2.416 -0.058
H 0.920 -1.480 2.696 0.037
H 0.060 -2.561 1.751 0.041
O 0.345 -2.268 2.649 -0.077
H 2.115 -1.017 -3.063 -0.008
H 0.823 -1.216 -3.928 0.082
O 1.431 -1.628 -3.288 -0.037
H -4.773 0.643 1.159 0.091
H -3.328 0.222 1.098 -0.001
O -3.919 0.957 0.777 -0.095
H 4.719 1.629 2.002 0.070
H 3.650 2.310 1.033 0.050
O 4.555 2.007 1.132 -0.027
H -1.626 -2.227 -3.596 0.040
H -2.184 -0.884 -3.408 0.025
O -1.403 -1.370 -3.333 0.015
H -0.493 -2.950 -0.772 0.068
H -1.660 -3.399 0.159 0.024
O -1.079 -2.695 0.125 -0.112
H -1.426 0.653 4.384 0.011
H -0.104 1.397 4.720 0.039
O -0.915 1.430 4.289 0.027
H -0.641 -1.575 3.852 0.075
H -1.567 -2.392 4.670 0.090
O -1.571 -1.461 4.352 -0.115
H -2.431 -1.231 2.978 0.044
H -1.984 -1.539 1.500 -0.011
O -2.565 -0.979 2.001 -0.076
H 2.334 -1.075 0.655 0.107
H 2.816 -0.203 -0.703 -0.013
O 2.143 -0.671 -0.238 -0.055
H 0.475 -4.216 -2.541 0.146
H 0.602 -2.597 -2.379 -0.020
O 0.192 -3.402 -1.991 -0.075
```

Output
Strongest force on any atom in hartree/bohr: 0.082
Charge: +1
HOMO-LUMO gap in eV: 10.6382
Electronic energy in eV: -41095.340

***

Record 4
Density functional theory data (the ωB97M-V functional and the def2-TZVPD basis) for a 18-piece molecular cluster, C2H45BO19P overall.

Geometry as XYZ:
```
68
Properties=species:S:1:pos:R:3:lowdin_charge:R:1
C -0.827 2.190 -0.547 -0.308
P 1.072 1.901 -0.280 0.351
C 0.987 0.286 -1.456 -0.245
B 0.366 -0.884 -0.671 -0.780
O 0.918 -1.333 0.533 0.065
O -0.776 -1.605 -1.068 0.074
H -1.182 2.778 0.311 -0.004
H -1.029 2.800 -1.435 0.004
H -1.401 1.260 -0.554 -0.015
H 0.790 1.081 0.897 -0.049
H 2.524 1.729 -0.090 -0.065
H 1.372 2.726 -1.459 -0.058
H 1.119 3.080 0.577 -0.070
H 0.475 0.509 -2.401 0.046
H 2.019 0.023 -1.721 0.053
H 0.506 -0.871 1.277 0.070
H -1.354 -1.033 -1.591 0.075
O 3.657 -2.441 0.217 -0.082
H 2.849 -1.907 0.155 0.001
H 4.180 -2.001 0.896 0.001
O -3.114 -3.465 -1.863 -0.056
H -2.882 -3.427 -2.798 0.030
H -2.476 -2.866 -1.449 -0.001
O -3.277 -0.359 -0.588 -0.062
H -4.017 0.184 -0.302 0.035
H -3.332 -1.157 -0.045 -0.015
O -2.765 -2.154 1.532 -0.045
H -1.948 -2.468 1.934 0.064
H -3.434 -2.802 1.786 0.012
O 1.220 4.975 -2.908 -0.079
H 0.632 5.232 -3.626 -0.005
H 2.081 5.297 -3.193 0.016
O 2.418 5.623 -5.521 -0.051
H 2.016 4.894 -6.006 0.035
H 2.064 6.414 -5.938 0.043
O -4.458 -3.322 3.966 -0.040
H -5.358 -2.981 3.915 0.058
H -4.069 -2.882 4.730 0.057
O 3.410 3.625 1.759 -0.085
H 3.990 2.940 2.102 0.028
H 3.992 4.375 1.590 -0.006
O -1.256 0.589 2.519 -0.066
H -1.898 0.135 1.957 0.008
H -1.452 1.522 2.388 0.030
O 6.323 -1.677 2.080 -0.054
H 6.691 -2.502 2.418 -0.009
H 6.808 -1.507 1.267 0.041
O 7.484 -4.281 3.147 -0.045
H 8.197 -4.757 3.582 0.042
H 6.673 -4.663 3.499 0.052
O 5.964 5.630 1.702 -0.044
H 6.379 5.874 0.869 0.040
H 6.451 6.114 2.375 0.035
O -5.550 -2.999 0.562 -0.050
H -5.758 -3.927 0.704 0.054
H -5.029 -2.996 -0.259 0.034
O -5.348 -5.073 6.283 -0.068
H -5.116 -4.687 5.426 -0.009
H -4.901 -4.527 6.935 0.028
O -6.266 -0.543 -1.091 -0.052
H -6.988 0.004 -0.771 0.035
H -6.305 -1.369 -0.593 -0.002
O -0.359 3.958 -5.204 -0.070
H 0.284 3.547 -4.605 0.035
H -1.172 3.472 -5.036 0.045
O -0.550 -3.213 -3.735 -0.063
H 0.356 -3.211 -4.057 0.036
H -0.463 -3.230 -2.772 0.018
```

Output
Strongest force on any atom in hartree/bohr: 0.019
Charge: -1
HOMO-LUMO gap in eV: 4.5183
Electronic energy in eV: -51672.527

***

Record 5
Density functional theory data (the ωB97M-V functional and the def2-TZVPD basis) for C2H4AlBBe2Br3Cl4CsF10LiMgNO11P2S2 as an isolated structure.

Geometry as XYZ:
```
46
Properties=species:S:1:pos:R:3:lowdin_charge:R:1
O 1.454 0.764 -0.230 -0.548
S 1.068 0.576 1.270 0.691
O -0.275 -0.161 1.497 -0.411
N 2.445 -0.126 2.084 -0.414
S 2.204 -1.815 2.465 0.724
O 1.539 -1.887 3.860 -0.317
O 1.488 -2.636 1.358 -0.331
O 3.795 -2.499 2.606 -0.115
B 4.663 -1.958 1.513 -0.651
O 4.225 -1.749 0.115 0.048
O 6.055 -1.573 1.919 0.022
H 0.895 1.885 1.822 0.015
H 3.892 -2.598 -0.308 0.140
H 6.218 -0.707 1.403 0.102
Li 1.646 0.204 -2.445 0.794
Be 4.902 0.217 3.054 0.836
C 0.208 5.082 1.655 -1.745
Br -0.805 3.913 0.475 0.485
Br 0.640 4.211 3.340 0.689
Br 1.794 5.794 0.781 0.686
H -0.437 5.934 1.892 -0.281
C -1.507 0.249 -5.663 -1.916
Cl -1.007 -1.091 -6.726 0.577
Cl -2.990 -0.210 -4.788 0.521
Cl -0.210 0.595 -4.493 0.533
Cl -1.823 1.701 -6.647 0.714
F -1.644 -1.916 3.763 -0.201
Al -2.228 -3.453 3.028 0.073
F -4.028 -3.443 2.967 -0.212
F -1.669 -4.845 4.025 -0.197
F -1.572 -3.608 1.358 -0.235
F -1.817 6.398 -5.197 -0.163
P -2.564 5.879 -6.463 -0.036
F -2.639 4.386 -6.901 -0.218
F -2.846 6.269 -7.945 -0.134
F -1.047 5.848 -6.821 -0.150
F -3.437 7.168 -6.406 -0.140
F -3.595 5.207 -5.508 -0.161
O 0.457 -6.544 6.089 -0.034
P -0.391 -7.757 5.671 0.025
O 0.534 -8.885 5.186 -0.038
O -1.342 -7.349 4.534 -0.080
O -1.212 -8.248 6.874 -0.011
Cs -2.047 6.403 0.896 1.268
Mg -3.292 -2.448 -4.760 0.859
Be -3.698 -1.177 3.799 0.935
```

Output
Strongest force on any atom in hartree/bohr: 0.137
Charge: +2
HOMO-LUMO gap in eV: 1.2566
Electronic energy in eV: -368037.221

***

Record 6
Density functional theory data (the ωB97M-V functional and the def2-TZVPD basis) for C2H4AuO3 as an isolated structure.

Geometry as XYZ:
```
10
Properties=species:S:1:pos:R:3:lowdin_charge:R:1
O -1.166 -1.412 0.444 0.326
C -0.321 -0.784 -0.295 -0.542
Au -1.760 0.851 -1.976 1.305
O 0.891 -0.427 -0.033 0.192
O -0.798 -0.537 -1.425 -0.115
H -1.964 -1.466 -0.289 0.271
C 1.199 0.745 0.730 0.110
H 0.326 1.188 1.219 0.138
H 1.849 0.399 1.537 0.163
H 1.744 1.444 0.088 0.152
```

Output
Strongest force on any atom in hartree/bohr: 0.177
Charge: +2
HOMO-LUMO gap (spin up / spin down) in eV: 8.6485 / 5.7247
⟨S²⟩: 3.76
Electronic energy in eV: -11943.562
Multiplicity: 4

***

Record 7
Density functional theory data (the ωB97M-V functional and the def2-TZVPD basis) for C2H4BiO as an isolated structure.

Geometry as XYZ:
```
8
Properties=species:S:1:pos:R:3:lowdin_charge:R:1
H 1.347 1.579 -0.746 -0.036
Bi 1.831 -0.211 -1.202 1.501
C -0.152 -0.804 -0.012 -0.328
H -0.663 -1.277 -0.862 0.066
H 0.243 -1.468 0.768 0.071
C -0.756 0.380 0.483 -0.345
O -0.367 1.554 0.254 -0.079
H -1.482 0.248 1.317 0.149
```

Output
Strongest force on any atom in hartree/bohr: 0.110
Charge: +1
HOMO-LUMO gap in eV: 6.4879
Electronic energy in eV: -10015.063

***

Record 8
Density functional theory data (the ωB97M-V functional and the def2-TZVPD basis) for one molecule with the formula C2H4Br2.

Geometry as XYZ:
```
8
Properties=species:S:1:pos:R:3:lowdin_charge:R:1
Br 1.478 27.949 8.194 0.565
C -0.300 27.754 7.392 -0.670
C -0.792 26.326 7.461 -0.640
Br -0.341 25.329 9.161 0.522
H -0.271 28.176 6.388 0.065
H -0.893 28.331 8.101 0.044
H -0.255 25.869 6.630 0.052
H -1.846 26.188 7.218 0.061
```

Output
Strongest force on any atom in hartree/bohr: 0.042
Charge: 0
HOMO-LUMO gap in eV: 10.3665
Electronic energy in eV: -142223.501
SMILES: BrCCBr

***

Record 9
Density functional theory data (the ωB97M-V functional and the def2-TZVPD basis) for a 3-piece molecular cluster, C2H4Br2ClO2P overall.

Geometry as XYZ:
```
12
Properties=species:S:1:pos:R:3:lowdin_charge:R:1
O 0.269 1.721 0.436 0.063
C 0.974 0.905 -0.065 -0.397
C 2.094 0.210 0.664 -0.580
Br 3.495 -0.253 -0.572 0.660
H 1.194 0.844 -1.125 0.077
H 1.721 -0.732 0.882 -0.029
H 2.472 0.655 1.556 0.070
O -2.678 -0.531 -0.762 -0.620
P -3.499 0.695 -0.836 0.488
Cl -4.568 0.617 0.855 0.194
Br -0.183 -2.451 -0.461 0.464
H -1.291 -1.680 -0.573 -0.389
```

Output
Strongest force on any atom in hartree/bohr: 0.059
Charge: 0
HOMO-LUMO gap in eV: 8.6683
Electronic energy in eV: -168130.053
SMILES: O=CCBr.O=PCl.Br

***

Record 10
Density functional theory data (the ωB97M-V functional and the def2-TZVPD basis) for C2H4Br2F12OP2V as an isolated structure.

Geometry as XYZ:
```
24
Properties=species:S:1:pos:R:3:lowdin_charge:R:1
O -14.823 -22.667 -1.963 -0.234
V -16.014 -22.375 -0.992 0.925
P -15.515 -24.407 1.214 0.178
F -14.860 -23.949 2.561 -0.077
F -16.297 -22.903 1.032 -0.290
F -14.277 -23.718 0.393 -0.194
F -16.177 -24.654 -0.313 -0.196
F -14.815 -25.823 1.184 -0.084
F -16.808 -24.968 1.865 -0.064
P -18.673 -21.642 -1.669 0.205
F -17.921 -23.139 -1.378 -0.198
F -17.308 -21.492 -2.659 -0.228
F -19.516 -22.343 -2.778 -0.057
F -19.127 -20.206 -2.101 -0.070
F -19.725 -21.853 -0.558 -0.040
F -17.643 -21.011 -0.500 -0.228
Br -15.225 -19.064 -2.601 0.731
C -14.487 -18.171 -1.061 -0.674
C -15.052 -18.713 0.218 -0.585
Br -14.624 -20.599 0.499 0.909
H -14.777 -17.125 -1.141 0.070
H -13.407 -18.249 -1.138 0.063
H -16.138 -18.684 0.177 0.063
H -14.680 -18.194 1.095 0.075
```

Output
Strongest force on any atom in hartree/bohr: 0.047
Charge: 0
HOMO-LUMO gap (spin up / spin down) in eV: 8.8680 / 9.4765
⟨S²⟩: 0.78
Electronic energy in eV: -221158.830
Multiplicity: 2

***

Record 11
Density functional theory data (the ωB97M-V functional and the def2-TZVPD basis) for an isolated ion of composition C2H4Br2N and charge +1.

Geometry as XYZ:
```
9
Properties=species:S:1:pos:R:3:lowdin_charge:R:1
Br -0.366 -1.650 -2.545 0.890
C -0.697 -0.069 -1.643 -1.177
Br -1.248 1.602 -2.390 0.811
C -0.679 -0.221 0.081 -0.002
N 0.516 0.005 -0.708 -0.031
H -1.179 0.567 0.667 0.143
H -0.779 -1.191 0.400 0.084
H 0.903 0.924 -0.643 0.151
H 1.111 -0.820 -0.857 0.129
```

Output
Strongest force on any atom in hartree/bohr: 0.087
Charge: +1
HOMO-LUMO gap in eV: 10.5439
Electronic energy in eV: -143704.301
SMILES: BrC1(Br)C[NH2+]1

***

Record 12
Density functional theory data (the ωB97M-V functional and the def2-TZVPD basis) for C2H4Br2O2 as an isolated structure.

Geometry as XYZ:
```
10
Properties=species:S:1:pos:R:3:lowdin_charge:R:1
C 0.403 0.713 0.522 -0.712
C -0.509 0.117 -0.608 -0.912
O 0.482 0.049 1.700 -0.157
O -0.222 -1.248 -0.669 -0.179
Br -2.337 0.330 -0.460 0.821
Br 2.292 0.416 -0.001 0.700
H 0.497 1.730 0.626 0.057
H -0.202 0.619 -1.530 0.084
H 0.566 -0.975 1.620 0.154
H -0.970 -1.750 -1.200 0.144
```

Output
Strongest force on any atom in hartree/bohr: 0.082
Charge: 0
HOMO-LUMO gap in eV: 10.2278
Electronic energy in eV: -146317.550